{
  "formula": "C50H49N3O2P2S2V",
  "method": "ωB97M-V with the def2-TZVPD basis set",
  "homo_lumo_gap_ha": [0.2257, 0.2562],
  "relative_energy_kcal_mol": 0.0,
  "s2": 0.841,
  "total_charge": 4,
  "spin_multiplicity": 2,
  "e_homo_ev": [-18.28, -18.25],
  "species": ["V", "O", "C", "C", "C", "C", "C", "C", "P", "C", "C", "C", "C", "C", "C", "C", "C", "C", "C", "C", "C", "C", "C", "C", "C", "C", "C", "P", "C", "C", "C", "C", "C", "C", "C", "C", "C", "C", "C", "C", "H", "H", "H", "H", "H", "H", "H", "H", "H", "H", "H", "H", "H", "H", "H", "H", "H", "H", "H", "H", "H", "H", "H", "H", "H", "H", "H", "H", "C", "C", "C", "C", "N", "C", "C", "H", "H", "H", "H", "H", "H", "H", "C", "C", "S", "O", "C", "C", "H", "H", "H", "H", "H", "H", "H", "H", "H", "H", "S", "C", "N", "C", "C", "C", "N", "H", "H", "H", "H"],
  "coordinates": [[-0.442222, 0.108477, 0.142747], [-2.641068, 0.183187, 0.334858], [-3.225117, -0.954354, 0.950967], [-4.225880, -0.849371, 1.893650], [-4.714283, -2.031697, 2.439696], [-4.204452, -3.268810, 2.051911], [-3.178821, -3.334610, 1.121604], [-2.668085, -2.156631, 0.571861], [-1.398352, -2.035037, -0.691707], [-0.224523, -3.356103, -0.368832], [0.635490, -3.834349, -1.359914], [1.566095, -4.818927, -1.058792], [1.646588, -5.337504, 0.226616], [0.792730, -4.869791, 1.218400], [-0.136241, -3.884416, 0.924474], [-2.275766, -2.241544, -2.243536], [-3.004758, -1.185219, -2.794871], [-3.800782, -1.404269, -3.908569], [-3.880477, -2.675661, -4.470222], [-3.180495, -3.732466, -3.904966], [-2.384931, -3.521478, -2.785577], [-3.473169, 1.294564, -0.007431], [-4.809627, 1.104632, -0.295221], [-5.577245, 2.230189, -0.567345], [-5.010632, 3.500949, -0.557711], [-3.654156, 3.641499, -0.325013], [-2.854486, 2.525073, -0.056075], [-1.066966, 2.638856, 0.087435], [-0.626592, 3.581320, 1.549935], [-0.067775, 2.964581, 2.666224], [0.214396, 3.693603, 3.811868], [-0.068170, 5.051668, 3.845557], [-0.615006, 5.682701, 2.732842], [-0.885469, 4.956857, 1.585723], [-0.528257, 3.650665, -1.305039], [-1.319151, 3.796596, -2.447208], [-0.881424, 4.583501, -3.497949], [0.355716, 5.220549, -3.427537], [1.144197, 5.084144, -2.294568], [0.697580, 4.311705, -1.230386], [-4.633792, 0.106445, 2.189850], [-5.513229, -1.983375, 3.168016], [-4.613943, -4.176582, 2.472402], [-2.786002, -4.296790, 0.820203], [0.582595, -3.427709, -2.352382], [2.222843, -5.195847, -1.831178], [2.358388, -6.120981, 0.450050], [0.836065, -5.298670, 2.211125], [-0.819609, -3.555490, 1.696065], [-2.973243, -0.195836, -2.353909], [-4.377447, -0.591752, -4.330358], [-4.505594, -2.846888, -5.336418], [-3.263057, -4.726172, -4.323736], [-1.859812, -4.362540, -2.350377], [-5.257145, 0.121937, -0.303271], [-6.630162, 2.107042, -0.783955], [-5.620448, 4.371347, -0.752778], [-3.207616, 4.627027, -0.371446], [0.175956, 1.910594, 2.637827], [0.660581, 3.212149, 4.671536], [0.149041, 5.628022, 4.734929], [-0.822650, 6.743261, 2.761946], [-1.291321, 5.468199, 0.721911], [-2.293015, 3.324009, -2.505122], [-1.520095, 4.734909, -4.358582], [0.683911, 5.852089, -4.242102], [2.089649, 5.603758, -2.224581], [1.301978, 4.264598, -0.332706], [5.919398, 0.354392, 0.399772], [4.422360, 0.295882, 0.341236], [3.640196, 1.440991, 0.471530], [2.268148, 1.352314, 0.425119], [1.624094, 0.180526, 0.263465], [2.368949, -0.940943, 0.144569], [3.741958, -0.912469, 0.176266], [6.290648, 1.358748, 0.213372], [6.369808, -0.331156, -0.316183], [6.250263, 0.050582, 1.395947], [4.098267, 2.411264, 0.611350], [1.657015, 2.236420, 0.536902], [1.831567, -1.872631, 0.004926], [4.287056, -1.841543, 0.069493], [-2.450123, 0.142207, 4.374076], [-1.459129, -1.004911, 4.222992], [0.036755, -0.431551, 3.453516], [-0.409815, -0.369024, 1.894531], [1.217408, -1.777030, 3.539297], [2.550409, -1.282548, 4.088993], [-3.402321, -0.271674, 4.701356], [-2.614524, 0.670168, 3.434318], [-2.113555, 0.857532, 5.121996], [-1.818545, -1.849366, 3.627489], [-1.108808, -1.378955, 5.191532], [1.283623, -2.152068, 2.519002], [0.751165, -2.545663, 4.160156], [3.032758, -0.594464, 3.395379], [3.200325, -2.144413, 4.233402], [2.442099, -0.789633, 5.053986], [-0.169023, 0.759386, -2.103139], [-0.010392, -0.223796, -3.564365], [-0.174312, 0.537310, -4.675050], [-0.037396, 0.043086, -5.920905], [0.276392, -1.280872, -6.063199], [0.442379, -2.008631, -4.892845], [0.313179, -1.487239, -3.664808], [-0.395096, 1.524180, -4.550341], [-0.186534, 0.736332, -6.737867], [0.401867, -1.723747, -7.040112], [0.694147, -3.062530, -4.938013]],
  "forces_ev_per_angstrom": [[-0.2759, 0.2870, -0.5361], [0.1303, 0.1615, -0.0170], [0.0057, 0.4110, 0.0117], [-0.0714, -0.2342, 0.0191], [-0.0080, 0.0100, -0.0016], [0.0192, 0.1186, -0.0198], [-0.1167, -0.0018, -0.0269], [-0.2041, -0.1097, 0.0928], [0.2898, -0.1276, -0.0372], [-0.0652, -0.1341, 0.0433], [0.1371, -0.0728, 0.1326], [-0.0520, 0.0405, -0.0526], [-0.0152, -0.0255, 0.0217], [0.0057, -0.0024, -0.0312], [0.0777, -0.0017, 0.0790], [-0.0702, -0.0998, -0.0459], [-0.0174, 0.0614, 0.0105], [0.0378, -0.0696, 0.0091], [0.0093, -0.0001, 0.0171], [0.0138, 0.0625, 0.0418], [0.0782, -0.1031, -0.1169], [0.0989, -0.5977, 0.1141], [-0.0406, 0.2199, -0.0722], [-0.0385, -0.0030, -0.0108], [0.0436, -0.1382, 0.0282], [-0.0056, 0.1034, 0.0095], [-0.1285, 0.1971, -0.0406], [0.1576, -0.0385, -0.1079], [0.0578, 0.0539, 0.2133], [0.0549, -0.0967, 0.0314], [-0.0359, 0.0377, -0.0791], [0.0099, 0.0454, 0.0167], [0.0312, -0.0846, 0.0420], [-0.0728, 0.0143, -0.0494], [-0.0938, 0.1670, 0.0675], [-0.0708, -0.0729, -0.0109], [0.0674, 0.0628, -0.0345], [-0.0673, 0.0061, -0.0080], [-0.0674, -0.0413, 0.0410], [0.1157, 0.0031, -0.0411], [-0.0145, 0.0089, -0.0325], [-0.0086, -0.0166, 0.0091], [-0.0015, -0.0231, -0.0029], [-0.0331, 0.0009, -0.0301], [-0.0133, 0.0791, -0.2002], [-0.0085, 0.0062, -0.0221], [0.0163, 0.0057, 0.0087], [-0.0152, 0.0121, 0.0104], [0.1155, 0.0384, 0.0303], [0.0533, 0.0094, 0.0014], [0.0035, 0.0182, 0.0021], [-0.0118, 0.0087, -0.0035], [-0.0035, -0.0123, -0.0016], [0.0112, 0.0268, 0.0290], [-0.0018, -0.0296, 0.0101], [-0.0024, 0.0186, -0.0064], [-0.0122, 0.0168, -0.0065], [0.0030, -0.0278, 0.0125], [-0.0196, 0.1342, -0.0426], [0.0094, -0.0142, 0.0115], [-0.0022, -0.0046, 0.0068], [-0.0047, 0.0155, -0.0198], [0.0086, -0.0099, -0.0095], [0.0706, -0.0124, -0.0300], [0.0066, -0.0004, -0.0173], [0.0194, -0.0062, -0.0143], [0.0132, 0.0062, 0.0051], [-0.0150, -0.0132, 0.0230], [-0.2118, -0.0280, -0.0002], [0.3063, 0.0316, -0.0075], [-0.0398, 0.1145, 0.0354], [-0.0522, -0.1593, 0.0685], [0.1135, -0.0784, 0.0197], [-0.1718, 0.1708, -0.0118], [0.0329, -0.1678, 0.0013], [-0.0045, 0.0188, 0.0099], [-0.0071, -0.0239, 0.0016], [0.0357, -0.0010, 0.0003], [0.0175, -0.0035, -0.0168], [0.0020, 0.0179, -0.0267], [0.0108, 0.0169, 0.0032], [0.0159, 0.0054, -0.0122], [0.0468, -0.0266, 0.0501], [-0.0033, -0.2264, 0.1226], [-0.1450, 0.6974, -1.1759], [0.2136, -0.1762, 1.2554], [-0.0821, -0.3012, 0.0957], [-0.0437, -0.0627, -0.0286], [-0.0038, 0.0402, 0.0401], [0.0393, -0.0300, 0.0115], [0.0248, 0.0048, 0.0181], [-0.0728, 0.0332, 0.0305], [-0.1207, -0.0113, 0.0288], [0.0494, -0.0935, -0.0282], [0.1088, -0.0343, -0.0030], [0.0070, 0.0233, -0.0120], [0.0354, 0.0119, -0.0164], [-0.0304, -0.0142, 0.0213], [-0.1076, -0.1795, -0.1121], [0.0347, 0.2762, 0.2693], [-0.0579, 0.0775, -0.2835], [-0.0541, 0.1753, 0.1735], [0.0282, -0.0445, -0.0883], [0.0010, -0.0938, 0.1881], [-0.0368, -0.0907, -0.0445], [0.0069, -0.0683, 0.0216], [0.0158, -0.0237, -0.0341], [-0.0106, -0.0285, 0.0049], [0.0225, 0.0087, 0.0072]]
}



{
  "formula": "C50H50F4GeN4O2RbSe",
  "method": "ωB97M-V with the def2-TZVPD basis set",
  "homo_lumo_gap_ha": [0.1860, 0.1337],
  "relative_energy_kcal_mol": 51.4,
  "s2": 0.764,
  "total_charge": -2,
  "spin_multiplicity": 2,
  "e_homo_ev": [-1.54, -1.54],
  "species": ["Rb", "C", "C", "N", "C", "C", "C", "C", "N", "C", "C", "F", "C", "F", "C", "C", "F", "C", "F", "H", "H", "H", "H", "H", "H", "H", "H", "H", "H", "H", "H", "H", "H", "H", "O", "C", "O", "C", "C", "C", "C", "C", "C", "C", "C", "C", "N", "H", "H", "H", "H", "H", "H", "C", "C", "C", "C", "C", "C", "Se", "C", "C", "C", "H", "H", "H", "H", "H", "H", "H", "H", "H", "H", "H", "C", "C", "N", "H", "H", "H", "C", "Ge", "C", "C", "C", "C", "C", "C", "C", "C", "C", "C", "C", "C", "C", "C", "C", "C", "H", "H", "H", "H", "H", "H", "H", "H", "H", "H", "H", "H", "H", "H", "H"],
  "coordinates": [[0.039822, 0.414495, 1.285355], [-0.332124, -3.707505, -0.687036], [-1.819025, -3.428484, -0.472702], [-2.043818, -2.121563, 0.141106], [-2.681636, -1.175812, -0.759752], [-1.816731, -0.851434, -1.973656], [-2.710522, -2.188701, 1.430740], [-1.913578, -2.934451, 2.495451], [-0.666531, -2.252479, 2.715371], [0.178693, -2.663061, 3.627461], [1.407132, -1.937039, 3.802328], [1.623355, -0.870475, 2.984024], [2.357879, -2.243292, 4.732123], [3.468127, -1.476114, 4.816534], [2.232536, -3.319342, 5.602736], [1.073620, -4.063297, 5.460761], [0.900029, -5.130969, 6.279576], [0.097352, -3.776544, 4.539629], [-0.984931, -4.611391, 4.517887], [-0.178637, -4.709668, -1.098895], [0.191512, -3.625801, 0.266124], [0.105980, -2.976663, -1.366436], [-2.239395, -4.213254, 0.163263], [-2.351756, -3.495229, -1.431383], [-2.862320, -0.249851, -0.204347], [-3.670151, -1.553086, -1.093741], [-0.832205, -0.517417, -1.643559], [-2.282473, -0.053621, -2.556080], [-1.692740, -1.721198, -2.621451], [-3.716050, -2.652694, 1.353041], [-2.840737, -1.158594, 1.781130], [-1.760961, -3.976893, 2.184170], [-2.544338, -2.966783, 3.398083], [2.983778, -3.557212, 6.338778], [-1.245975, 4.906685, 2.132423], [-0.620580, 3.834068, 2.263303], [-1.036490, 2.683667, 2.508154], [0.879260, 4.028626, 1.990515], [1.644321, 4.933677, 2.774249], [2.907278, 5.254030, 2.384087], [3.422792, 4.712161, 1.180482], [4.689342, 5.036661, 0.647783], [5.111671, 4.481851, -0.530472], [4.293495, 3.564424, -1.220258], [3.063082, 3.231466, -0.726144], [2.594305, 3.806345, 0.473718], [1.350565, 3.464690, 0.905907], [1.201269, 5.352912, 3.667911], [3.529470, 5.924816, 2.967708], [5.320078, 5.735695, 1.188105], [6.081200, 4.741808, -0.938645], [4.643278, 3.112028, -2.140621], [2.417176, 2.524354, -1.226543], [-9.501910, -0.393850, 1.269816], [-8.115883, 0.141164, 1.512607], [-7.591518, 1.163258, 0.732508], [-6.315055, 1.664408, 0.946475], [-5.794182, 2.768267, 0.065391], [-5.528569, 1.136310, 1.993150], [-3.778880, 1.823945, 2.304659], [-6.050936, 0.094638, 2.788841], [-5.238788, -0.531340, 3.889300], [-7.328191, -0.380632, 2.531326], [-9.968442, 0.108088, 0.422361], [-10.134521, -0.247180, 2.147639], [-9.471704, -1.464725, 1.059950], [-8.190223, 1.576874, -0.073199], [-6.483772, 2.973586, -0.754650], [-4.819506, 2.498087, -0.340678], [-5.650953, 3.683549, 0.641654], [-4.670144, 0.228239, 4.422686], [-4.518677, -1.238857, 3.472018], [-5.877648, -1.066841, 4.592467], [-7.721472, -1.185393, 3.145486], [-1.843160, 4.076311, -0.735823], [-1.214312, 2.801099, -1.010036], [-0.740845, 1.784655, -1.258993], [-2.566302, 4.306704, -1.517975], [-1.084942, 4.855562, -0.679020], [-2.338629, 4.034685, 0.235560], [3.907063, -0.331410, -0.205783], [2.255677, -0.695095, -1.351885], [2.752453, -2.539018, -2.058947], [3.360109, -3.516810, -1.269101], [3.671089, -4.773095, -1.776511], [3.368094, -5.086855, -3.094185], [2.737439, -4.139501, -3.892606], [2.431169, -2.889745, -3.373960], [2.846089, 0.345718, -3.044204], [1.894654, 1.190989, -3.571299], [2.168486, 2.101992, -4.612992], [3.423851, 2.186815, -5.144203], [4.440068, 1.316584, -4.685769], [5.738870, 1.352058, -5.250340], [6.704986, 0.472768, -4.850576], [6.414491, -0.482403, -3.856930], [5.178626, -0.515975, -3.271153], [4.145492, 0.378229, -3.650306], [4.842360, -0.694029, -0.641070], [3.775660, -0.800328, 0.773213], [4.001367, 0.745927, -0.048529], [3.602370, -3.283032, -0.236007], [4.151878, -5.513573, -1.144936], [3.615340, -6.063878, -3.495676], [2.490782, -4.378659, -4.922420], [1.945152, -2.150019, -4.004867], [0.894745, 1.172294, -3.151044], [1.378909, 2.752423, -4.975527], [3.652249, 2.913447, -5.917781], [5.952338, 2.090609, -6.017419], [7.692789, 0.504293, -5.297496], [7.177008, -1.192233, -3.558367], [4.962821, -1.253645, -2.513140]],
  "forces_ev_per_angstrom": [[-0.1629, -0.2065, -0.2504], [-0.2268, -0.0124, 0.0055], [0.3317, -0.0802, -0.0323], [-0.2001, 0.1277, 0.0112], [0.0993, -0.0833, -0.1791], [-0.1359, -0.2167, 0.1487], [0.1086, -0.1215, -0.0330], [0.1472, 0.0917, 0.0312], [0.0956, 0.3560, -0.0202], [-0.0390, -0.2329, 0.1450], [-0.0027, -0.0255, 0.0339], [0.2087, -0.1732, 0.2909], [-0.0453, -0.0678, 0.0026], [0.0566, 0.0788, -0.0400], [-0.0111, -0.0565, 0.0654], [0.1981, 0.1626, -0.0199], [-0.1014, -0.1019, 0.0263], [0.0305, 0.0749, -0.0716], [-0.0694, 0.0468, -0.0708], [0.0349, 0.0127, -0.0101], [0.0391, 0.0052, -0.0002], [0.0097, -0.0219, 0.0382], [-0.0782, 0.0225, 0.0147], [-0.0384, 0.0471, 0.0374], [-0.0510, 0.0186, 0.0443], [-0.0495, 0.0690, 0.0458], [-0.0632, -0.1067, -0.2012], [0.0580, -0.0098, -0.0101], [-0.0036, -0.0445, -0.0091], [-0.0288, 0.0617, -0.0508], [-0.0905, -0.0019, 0.0195], [-0.1075, -0.0417, 0.0217], [-0.0239, -0.0694, -0.0087], [0.0006, 0.0011, -0.0136], [-0.1681, -0.1760, 0.2485], [0.3859, 0.3221, -0.0201], [-0.0272, 0.0963, 0.0152], [-0.1261, 0.0465, -0.2938], [0.1070, 0.0632, 0.1302], [-0.0525, -0.0633, 0.0191], [-0.1564, -0.1460, -0.1679], [0.0802, 0.0326, 0.0046], [0.0368, 0.0500, 0.0493], [-0.0499, -0.0558, -0.0542], [0.0182, 0.0382, -0.0434], [0.2843, 0.0942, 0.1825], [-0.2815, -0.0526, 0.1867], [-0.0159, 0.0201, -0.0275], [-0.0401, 0.0285, 0.0145], [-0.0027, -0.0075, -0.0089], [0.0056, -0.0095, 0.0295], [-0.0174, -0.0255, -0.0076], [-0.0229, -0.0699, -0.0880], [0.0843, 0.0250, -0.0173], [0.0166, 0.0122, 0.0269], [-0.0507, -0.0015, -0.0488], [0.1301, 0.0335, 0.0260], [-0.0432, -0.0520, 0.0406], [0.1231, 0.0785, -0.0725], [-0.2169, -0.0958, -0.1025], [0.1046, -0.0188, 0.0945], [-0.0615, 0.0530, -0.0308], [-0.0598, -0.0376, 0.0202], [-0.0318, -0.0165, 0.0044], [-0.0207, -0.0077, -0.0080], [-0.0259, -0.0017, -0.0021], [-0.0010, -0.0010, 0.0040], [-0.0177, -0.0248, 0.0245], [0.0062, 0.0356, -0.0361], [0.0320, 0.0258, -0.0427], [0.0351, -0.0612, 0.0300], [0.0321, 0.0197, 0.0476], [-0.0254, -0.0230, -0.0437], [0.0096, 0.0012, -0.0001], [-0.0995, 0.1691, 0.1517], [0.0051, -0.2072, -0.1849], [-0.0746, 0.4170, 0.0373], [0.0237, -0.0007, -0.0205], [-0.0167, 0.0021, 0.0117], [0.0151, 0.0342, -0.0111], [-0.0402, -0.1797, -0.0999], [0.3008, -0.0324, -0.1717], [0.0273, 0.2569, 0.0426], [0.0110, 0.0480, -0.0183], [-0.0044, -0.0404, 0.0298], [-0.0009, -0.0887, -0.0407], [-0.0326, -0.0021, -0.0048], [0.0475, -0.0149, 0.0390], [-0.0653, -0.0577, 0.1896], [-0.0279, -0.1203, 0.0711], [0.0970, 0.0888, -0.1142], [-0.1796, 0.0805, 0.0218], [0.0260, -0.1572, 0.1346], [0.0860, 0.0014, -0.0267], [0.0305, 0.0868, -0.0688], [-0.0413, -0.0115, 0.0615], [0.0851, -0.1233, -0.0094], [0.0034, 0.2510, -0.2348], [-0.0106, 0.0381, 0.1660], [-0.0004, 0.0177, 0.0151], [0.0007, -0.0182, 0.0262], [0.0352, -0.0414, -0.0073], [-0.0052, 0.0215, 0.0142], [-0.0036, 0.0079, 0.0090], [-0.0018, 0.0073, 0.0039], [0.0207, -0.0330, -0.0494], [-0.0006, 0.0432, 0.0579], [0.0114, 0.0079, 0.0081], [0.0328, -0.0396, -0.0213], [-0.0216, -0.0174, -0.0118], [-0.0142, 0.0107, -0.0051], [-0.0220, -0.0028, 0.0315], [-0.0622, -0.0327, -0.0659]]
}



E_tot per entry: -127111.8001 -196106.0882 eV